(1)
{"formula": "C30H46Cl6F2O5", "method": "wB97M-V/def2-TZVPD", "species": ["F", "C", "C", "C", "C", "C", "C", "H", "H", "H", "H", "H", "F", "C", "C", "C", "C", "C", "C", "H", "H", "H", "H", "H", "C", "Cl", "Cl", "H", "H", "C", "Cl", "Cl", "H", "H", "C", "Cl", "Cl", "H", "H", "C", "C", "O", "C", "H", "H", "H", "H", "H", "H", "C", "C", "O", "C", "H", "H", "H", "H", "H", "H", "C", "C", "O", "C", "H", "H", "H", "H", "H", "H", "C", "C", "O", "C", "H", "H", "H", "H", "H", "H", "C", "C", "O", "C", "H", "H", "H", "H", "H", "H"], "positions_angstrom": [[1.963, -1.177, 4.166], [3.198, -1.008, 4.599], [4.098, -0.280, 3.775], [5.494, -0.314, 4.079], [5.938, -1.197, 5.094], [5.047, -2.001, 5.795], [3.647, -1.780, 5.645], [3.775, 0.324, 2.939], [6.258, 0.283, 3.604], [6.998, -1.250, 5.297], [5.474, -2.532, 6.633], [2.920, -2.302, 6.249], [1.639, 0.587, -1.278], [0.586, 0.023, -0.661], [-0.479, -0.212, -1.470], [-1.411, -1.072, -1.005], [-1.435, -1.563, 0.282], [-0.428, -1.216, 1.195], [0.569, -0.373, 0.685], [-0.382, 0.131, -2.490], [-2.161, -1.326, -1.739], [-2.202, -2.229, 0.650], [-0.457, -1.465, 2.245], [1.387, -0.190, 1.365], [-3.388, -1.984, -5.551], [-3.503, -0.887, -4.221], [-4.893, -2.940, -5.450], [-3.286, -1.484, -6.514], [-2.665, -2.790, -5.422], [-0.284, -1.712, 5.774], [-0.971, -0.504, 4.682], [-0.082, -3.237, 4.898], [0.641, -1.321, 6.197], [-0.884, -1.775, 6.682], [-2.474, 3.422, -4.526], [-4.009, 2.693, -4.583], [-1.204, 2.297, -3.778], [-2.088, 3.850, -5.451], [-2.616, 4.243, -3.823], [2.924, 2.854, 1.077], [3.606, 4.251, 0.727], [4.114, 4.439, -0.362], [3.514, 5.402, 1.714], [1.983, 2.926, 0.531], [2.718, 2.852, 2.147], [3.554, 2.016, 0.779], [4.511, 5.837, 1.644], [3.467, 5.022, 2.735], [2.780, 6.172, 1.478], [2.660, 2.776, -5.541], [3.776, 2.265, -4.628], [4.667, 1.463, -5.086], [3.896, 2.556, -3.158], [2.612, 2.167, -6.444], [2.740, 3.844, -5.744], [1.745, 2.452, -5.046], [4.029, 3.627, -3.009], [4.847, 2.100, -2.882], [3.197, 1.963, -2.568], [-5.876, -2.365, -1.739], [-7.079, -1.545, -1.948], [-8.132, -1.656, -1.323], [-7.012, -0.461, -3.060], [-4.933, -1.915, -2.048], [-5.923, -3.391, -2.104], [-5.876, -2.569, -0.668], [-6.299, 0.355, -2.942], [-8.007, -0.070, -3.268], [-6.785, -1.087, -3.923], [-4.746, 0.070, 0.537], [-5.406, 1.414, 0.740], [-4.914, 2.174, 1.630], [-6.631, 1.801, -0.035], [-3.959, -0.116, 1.267], [-4.376, -0.076, -0.478], [-5.418, -0.780, 0.651], [-7.059, 2.763, 0.248], [-7.321, 0.959, 0.009], [-6.327, 2.070, -1.046], [2.941, -4.676, 2.513], [3.718, -4.242, 1.261], [4.003, -5.045, 0.412], [4.213, -2.775, 1.110], [1.928, -4.280, 2.451], [3.527, -4.282, 3.343], [2.886, -5.763, 2.579], [5.085, -2.418, 1.658], [3.474, -1.973, 1.132], [4.637, -2.836, 0.108]], "forces_ev_per_angstrom": [[-2.152, 0.497, -0.390], [3.768, 0.100, -0.936], [-0.985, -0.048, 0.244], [0.987, -0.996, 1.653], [-0.801, 0.686, -1.265], [1.247, 0.595, 0.560], [-1.080, -0.174, 0.143], [-0.436, -0.103, -0.125], [-0.250, 0.232, -0.356], [0.201, -0.082, 0.079], [-0.333, -0.333, 0.145], [-0.084, -0.303, -0.030], [0.573, 0.527, 0.673], [-0.026, -0.288, 1.275], [1.373, 0.127, -0.583], [-2.058, -0.594, -0.475], [0.352, -0.370, 1.301], [-0.450, 1.264, -1.854], [0.973, -0.408, 0.224], [-0.417, -0.151, -0.101], [-0.429, -0.362, 0.241], [-0.272, -0.086, -0.340], [0.159, -0.254, -0.123], [0.342, 0.409, -0.174], [-0.566, -1.359, -0.083], [0.859, 0.915, 0.379], [-0.549, -0.314, -0.770], [-0.171, -0.001, 0.275], [0.497, 0.756, 0.147], [0.268, 0.512, 0.663], [-0.191, 0.217, 0.277], [-0.059, 0.077, 0.613], [0.438, -0.266, -0.866], [-0.672, -0.591, -0.548], [1.683, 0.742, 1.452], [-1.196, -0.810, -0.636], [-0.883, 0.949, -0.753], [-0.202, -0.649, -0.114], [0.548, -0.112, 0.016], [0.870, 2.271, 0.173], [-0.865, -1.044, -0.833], [-0.160, -0.250, 0.646], [1.226, -0.617, 0.347], [-0.049, -0.472, -0.069], [-0.039, -0.358, -0.079], [-0.227, 0.122, -0.129], [-0.056, 0.442, -0.066], [-0.577, 0.174, 0.014], [-0.116, -0.322, -0.002], [0.288, -1.245, 0.684], [3.381, -3.344, -1.767], [-3.261, 2.784, 0.826], [0.930, -0.250, -0.589], [0.650, 0.341, -0.225], [-0.297, -0.096, 0.150], [-0.369, 0.838, 0.310], [-0.821, -0.033, 0.621], [0.124, 0.145, -0.060], [-0.639, 0.859, 0.063], [0.594, -1.031, 1.321], [-2.218, 2.140, -0.437], [1.634, -0.436, -0.502], [-0.594, -1.301, 0.036], [-0.257, 0.034, -0.070], [-0.298, 0.151, -0.683], [0.358, 0.199, 0.222], [0.201, -0.343, 0.104], [0.018, 0.123, 0.442], [0.546, 0.375, -0.437], [-0.213, -0.549, -0.105], [1.891, 2.215, 3.495], [-1.657, -2.078, -2.877], [0.474, 0.368, -0.277], [0.117, 0.478, -0.209], [0.265, 0.349, -0.095], [-0.565, 0.222, 0.124], [-0.093, -0.351, 0.860], [-0.258, 0.239, -0.408], [0.043, -0.785, -0.459], [0.723, 0.315, -0.776], [0.014, 0.656, 1.303], [0.096, -0.324, -0.552], [0.364, -0.615, -1.332], [0.075, 0.297, 0.371], [-0.521, 0.189, 0.379], [0.091, 0.057, -0.184], [-0.309, -0.500, 0.967], [-0.259, -0.323, 0.294], [-0.257, 0.331, -0.370]], "mulliken_spin": [-0.03, -0.02, 0.22, 0.34, -0.17, 0.26, 0.19, 0.06, 0.07, -0.04, 0.05, 0.03, 0.00, 0.00, 0.00, 0.00, 0.00, 0.01, -0.02, 0.00, 0.00, 0.00, 0.00, 0.01, 0.00, 0.00, 0.00, 0.00, 0.00, 0.00, 0.01, 0.01, 0.00, 0.00, 0.00, 0.00, 0.00, 0.00, 0.00, 0.00, 0.00, 0.00, 0.00, 0.00, 0.00, 0.00, 0.00, 0.00, 0.00, 0.00, 0.00, 0.00, 0.00, 0.00, 0.00, 0.00, 0.00, 0.00, 0.00, 0.00, 0.00, 0.00, 0.00, 0.00, 0.00, 0.00, 0.00, 0.00, 0.00, 0.00, 0.00, 0.00, 0.00, 0.00, 0.00, 0.00, 0.00, 0.00, 0.00, -0.01, 0.01, 0.00, -0.04, 0.00, 0.02, 0.00, 0.03, 0.00, 0.00], "s_squared": 0.762, "e_tot_ha": -4507.64379, "multiplicity": 2, "homo_ev": [0.064, -4.384], "total_charge": -1, "gap_ev": [1.39, 5.84]}

(2)
{"formula": "C3H7NO3", "method": "wB97M-V/def2-TZVPD", "species": ["N", "C", "C", "O", "C", "O", "O", "H", "H", "H", "H", "H", "H", "H"], "positions_angstrom": [[1.453, -0.484, 0.695], [0.260, 0.321, 0.768], [0.465, 1.491, -0.236], [0.858, 0.949, -1.531], [-0.937, -0.584, 0.325], [-1.498, -1.333, 1.081], [-1.145, -0.612, -0.974], [2.217, 0.036, 1.101], [1.370, -1.316, 1.269], [0.152, 0.721, 1.808], [1.188, 2.168, 0.245], [-0.430, 2.077, -0.424], [1.458, 0.239, -1.200], [-0.575, 0.058, -1.414]], "forces_ev_per_angstrom": [[0.693, -0.611, -0.067], [-1.051, 0.896, 0.048], [-0.108, -0.062, 0.215], [0.549, 0.247, 1.727], [0.974, -0.436, 0.955], [-0.012, 0.388, 0.087], [-0.628, 0.217, -0.483], [0.296, 0.147, 0.044], [-0.167, -0.096, -0.205], [-0.624, -0.202, -0.870], [0.252, -0.113, -0.666], [-0.199, -0.076, 0.214], [-0.055, 0.041, -0.759], [0.079, -0.341, -0.243]], "nbo_charge": [-0.85, -0.18, -0.10, -0.72, 0.78, -0.58, -0.67, 0.36, 0.39, 0.20, 0.18, 0.20, 0.50, 0.50], "e_tot_ha": -398.98858, "multiplicity": 1, "smiles": "N[C@@H](CO)C(=O)O", "homo_ev": -10.240, "gap_ev": 10.85}

(3)
{"formula": "C6H9N", "method": "wB97M-V/def2-TZVPD", "species": ["C", "N", "C", "C", "C", "C", "C", "H", "H", "H", "H", "H", "H", "H", "H", "H"], "positions_angstrom": [[-0.102, 0.652, -1.792], [-0.051, 0.319, -0.559], [-0.960, -0.311, 0.459], [0.277, -1.184, 0.592], [0.992, 0.155, 0.511], [0.394, 1.090, 1.592], [-0.903, 0.780, 1.557], [-1.037, 0.554, -2.331], [0.800, 0.993, -2.287], [0.432, -1.891, -2.256], [-1.926, -0.668, 0.093], [0.449, -1.933, -1.487], [0.420, -1.875, 1.423], [2.033, 0.278, 0.200], [0.916, 1.837, 2.177], [-1.735, 1.203, 2.108]], "forces_ev_per_angstrom": [[0.017, -0.083, 0.212], [-0.064, 0.321, -0.467], [-0.335, -0.085, -0.093], [0.036, -0.142, 0.377], [0.339, 0.082, -0.065], [-0.165, -0.020, 0.034], [0.148, 0.055, 0.048], [0.108, 0.010, 0.086], [-0.106, -0.046, 0.079], [0.007, -0.016, 0.047], [0.145, 0.052, 0.074], [0.000, -0.002, -0.144], [-0.019, 0.081, -0.071], [-0.160, -0.027, 0.056], [-0.077, -0.116, -0.088], [0.126, -0.064, -0.084]], "nbo_charge": [-0.10, -0.19, -0.10, -0.47, -0.10, -0.22, -0.22, 0.21, 0.21, -0.09, 0.21, 0.03, 0.20, 0.21, 0.22, 0.22], "e_tot_ha": -288.52008, "multiplicity": 1, "homo_ev": [-6.451, -6.448], "gap_ev": [7.28, 7.28]}

(4)
{"formula": "C37H28BrF4N6P2Tl", "method": "wB97M-V/def2-TZVPD", "species": ["Tl", "F", "C", "C", "F", "C", "F", "C", "P", "C", "C", "C", "C", "C", "C", "C", "C", "C", "C", "C", "C", "C", "Br", "C", "F", "H", "H", "H", "H", "H", "H", "H", "H", "H", "H", "N", "P", "C", "C", "C", "C", "C", "C", "C", "C", "C", "C", "C", "C", "C", "C", "C", "C", "C", "C", "H", "H", "H", "H", "H", "H", "H", "H", "H", "H", "H", "H", "H", "H", "H", "N", "N", "N", "C", "N", "N", "H", "H", "H"], "positions_angstrom": [[-0.260, 1.555, -0.600], [0.309, -4.252, 4.494], [-0.173, -3.208, 3.828], [-1.469, -2.790, 4.021], [-2.246, -3.429, 4.887], [-1.952, -1.695, 3.324], [-3.183, -1.310, 3.662], [-1.205, -1.018, 2.360], [-1.932, 0.395, 1.366], [-3.684, -0.026, 1.065], [-4.563, 1.037, 0.865], [-5.916, 0.808, 0.644], [-6.405, -0.491, 0.635], [-5.531, -1.556, 0.813], [-4.177, -1.324, 1.002], [-2.164, 1.448, 2.936], [-0.990, 2.105, 3.314], [-0.948, 2.959, 4.407], [-2.102, 3.185, 5.146], [-3.279, 2.547, 4.784], [-3.312, 1.686, 3.691], [0.123, -1.443, 2.235], [1.365, -0.583, 1.103], [0.630, -2.503, 2.959], [1.907, -2.875, 2.838], [-4.185, 2.054, 0.885], [-6.588, 1.643, 0.490], [-7.462, -0.673, 0.481], [-5.901, -2.574, 0.791], [-3.494, -2.160, 1.091], [-0.088, 1.944, 2.733], [-0.019, 3.453, 4.670], [-2.088, 3.863, 5.992], [-4.182, 2.712, 5.362], [-4.243, 1.192, 3.439], [-1.415, -0.823, -0.486], [-1.172, -1.631, -1.774], [-2.631, -2.320, -2.649], [-2.604, -3.462, -3.447], [-3.740, -3.854, -4.144], [-4.913, -3.114, -4.045], [-4.949, -1.977, -3.252], [-3.809, -1.578, -2.564], [-0.364, -0.690, -3.135], [0.997, -0.392, -3.030], [1.632, 0.390, -3.986], [0.905, 0.906, -5.050], [-0.457, 0.654, -5.142], [-1.089, -0.138, -4.189], [-0.101, -3.123, -1.662], [-0.249, -3.906, -0.517], [0.478, -5.077, -0.354], [1.350, -5.491, -1.352], [1.490, -4.733, -2.507], [0.773, -3.551, -2.662], [-1.701, -4.052, -3.526], [-3.706, -4.731, -4.778], [-5.797, -3.430, -4.588], [-5.858, -1.389, -3.178], [-3.811, -0.684, -1.955], [1.576, -0.832, -2.226], [2.693, 0.593, -3.902], [1.401, 1.504, -5.805], [-1.028, 1.072, -5.962], [-2.151, -0.334, -4.268], [-0.954, -3.579, 0.241], [0.360, -5.666, 0.549], [1.918, -6.407, -1.234], [2.155, -5.065, -3.296], [0.887, -2.971, -3.568], [4.312, 2.590, 3.335], [3.629, 2.750, 2.151], [4.222, 3.128, 1.044], [3.178, 3.205, 0.224], [2.026, 2.875, 0.827], [2.340, 2.593, 2.078], [5.281, 2.398, 3.139], [3.861, 1.882, 3.895], [3.260, 3.499, -0.811]], "forces_ev_per_angstrom": [[-0.522, -0.319, -0.428], [0.029, -0.080, 0.078], [0.018, -0.062, 0.100], [0.023, 0.037, -0.069], [-0.125, -0.084, 0.157], [0.112, 0.177, -0.099], [-0.134, 0.032, -0.142], [-0.119, -0.104, -0.088], [-0.060, -0.028, 1.222], [0.056, 0.031, -0.137], [0.055, -0.010, -0.076], [0.018, -0.023, -0.003], [0.002, 0.001, -0.016], [0.029, -0.020, -0.063], [0.025, -0.059, -0.044], [0.040, 0.061, -0.175], [-0.073, 0.023, 0.036], [-0.014, -0.038, -0.001], [0.007, 0.008, -0.041], [-0.028, -0.052, -0.003], [0.036, -0.049, 0.022], [-0.208, 0.170, -0.244], [0.200, -0.039, 0.122], [0.167, 0.049, -0.151], [0.024, -0.064, -0.019], [-0.046, 0.000, 0.041], [0.030, -0.001, -0.001], [0.045, 0.005, 0.009], [0.013, 0.045, -0.019], [-0.012, 0.019, 0.016], [0.092, 0.039, -0.015], [-0.036, -0.019, -0.013], [0.013, -0.038, -0.018], [0.039, 0.000, -0.050], [0.038, 0.009, 0.003], [0.152, 0.133, -0.493], [0.121, -0.114, -0.234], [-0.112, 0.217, 0.089], [-0.083, 0.018, 0.022], [0.015, 0.038, -0.018], [0.013, -0.046, -0.006], [0.040, 0.100, 0.022], [-0.026, -0.162, -0.041], [-0.018, 0.061, 0.154], [0.057, -0.104, -0.182], [-0.015, -0.016, 0.071], [-0.003, 0.036, 0.020], [-0.016, 0.027, 0.011], [0.050, -0.003, -0.004], [-0.069, 0.003, 0.071], [0.024, 0.066, 0.016], [-0.054, 0.037, 0.026], [0.037, 0.003, -0.018], [-0.029, 0.026, -0.013], [-0.030, -0.121, 0.140], [0.010, 0.006, -0.005], [-0.014, -0.018, 0.055], [0.032, 0.027, 0.017], [0.049, -0.053, 0.019], [-0.071, 0.057, 0.130], [0.017, 0.052, 0.091], [-0.027, -0.025, -0.012], [-0.032, 0.010, 0.019], [0.007, -0.039, 0.032], [0.038, -0.010, -0.051], [0.069, 0.014, 0.067], [0.004, 0.019, -0.067], [-0.032, 0.042, -0.001], [0.002, 0.029, 0.043], [0.008, -0.012, -0.024], [-0.040, 0.499, 0.242], [-0.030, -0.169, -0.028], [-0.105, -0.008, 0.110], [-0.223, -0.063, -0.065], [0.351, 0.173, 0.112], [0.190, 0.073, -0.131], [0.066, -0.165, -0.125], [-0.039, -0.203, -0.062], [-0.021, -0.054, 0.111]], "lowdin_charge": [0.59, 0.13, -0.15, -0.14, 0.14, -0.21, 0.11, -0.26, 0.88, -0.37, -0.11, -0.08, -0.09, -0.08, -0.11, -0.33, -0.12, -0.09, -0.10, -0.09, -0.09, -0.56, 0.80, -0.28, 0.07, 0.11, 0.10, 0.10, 0.11, 0.10, 0.05, 0.10, 0.10, 0.10, 0.10, -0.43, 0.69, -0.28, -0.07, -0.08, -0.09, -0.08, -0.10, -0.33, -0.18, -0.09, -0.09, -0.07, -0.07, -0.29, -0.09, -0.08, -0.09, -0.08, -0.10, 0.10, 0.10, 0.10, 0.10, 0.10, 0.09, 0.11, 0.10, 0.10, 0.10, 0.10, 0.10, 0.10, 0.10, 0.10, 0.14, -0.29, 0.12, -0.21, -0.06, 0.05, 0.10, 0.10, 0.11], "e_tot_ha": -5583.84833, "multiplicity": 1, "homo_ev": -7.500, "gap_ev": 7.76}

(5)
{"formula": "C4H6FN2O", "method": "wB97M-V/def2-TZVPD", "species": ["O", "C", "N", "C", "N", "C", "C", "F", "H", "H", "H", "H", "H", "H"], "positions_angstrom": [[-0.062, 0.707, 1.716], [0.351, -0.165, 0.824], [-0.299, -1.259, 0.631], [-0.387, -1.773, -0.717], [-0.579, -0.948, -1.611], [-0.405, 0.412, -1.604], [0.713, 0.995, -1.262], [1.865, 0.325, -1.243], [0.461, 1.306, 2.281], [1.447, -0.204, 0.612], [-1.063, -1.442, 1.247], [-0.674, -2.735, -0.851], [-1.151, 1.115, -1.916], [0.880, 1.972, -1.675]], "forces_ev_per_angstrom": [[-1.639, -0.875, 0.247], [3.742, 2.146, 2.723], [-0.431, -0.941, -0.705], [-0.651, 2.506, 1.813], [-0.087, 1.493, -2.750], [-1.609, -1.898, 0.634], [2.290, 1.023, -2.052], [0.768, -0.472, 0.431], [0.630, -0.540, -0.905], [-1.108, 0.419, -0.409], [-0.911, -0.228, 0.392], [-0.169, -3.177, -0.093], [-0.867, -0.358, -0.170], [0.043, 0.902, 0.844]], "nbo_charge": [-0.65, 0.51, -0.56, 0.29, -0.32, -0.07, 0.17, -0.32, 0.56, 0.24, 0.44, 0.22, 0.26, 0.22], "e_tot_ha": -440.26553, "multiplicity": 1, "smiles": "O/C=[NH+]/C=N\\C=C/F", "homo_ev": -14.327, "total_charge": 1, "gap_ev": 9.69}